ORCA calculation (ωB97M-V/def2-TZVPD) on an isolated ion of composition C2H7IN and charge +1 at a distorted geometry.

Calculated values
- Orbital gap: 9.72 eV
- HOMO level: -14.18 eV
- Total charge: +1
- SMILES string: C[NH2+]CI
- Energy relative to the best compared isomer or geometry (same formula, charge and spin): 39.2 kJ/mol
- Multiplicity: 1

The geometry in XYZ format:
```
11
Properties=species:S:1:pos:R:3:forces:R:3
C 1.352740 0.141262 0.069252 1.46 0.83 -0.75
N -0.081919 0.548071 0.046112 -1.25 -0.87 1.06
C -0.952758 -0.641922 -0.058733 -2.34 0.37 -1.06
I -3.125788 0.019236 0.029727 1.89 -0.59 0.02
H 1.850190 0.302075 1.039442 -0.61 -0.35 -0.31
H 1.502802 -0.878038 -0.355950 -0.47 0.68 0.69
H 1.844166 0.819711 -0.647060 0.00 -0.27 0.36
H -0.299849 1.260515 -0.643966 0.06 -0.24 -0.66
H -0.557934 0.928979 0.862020 1.24 0.74 0.93
H -0.799227 -1.096104 -0.993937 -0.08 -0.37 -1.39
H -0.732419 -1.403790 0.653098 0.11 0.07 1.11
```
Forces are in eV/Å.

=====

ORCA calculation (ωB97M-V/def2-TZVPD) on C39H36Cl2I2N5O4PRuS as an isolated structure at a distorted geometry.

Calculated values
- Orbital gap (spin up / spin down): 6.13 / 5.80 eV
- HOMO level (spin up / spin down): -9.49 / -9.49 eV
- Total charge: +1
- Energy relative to the best compared isomer or geometry (same formula, charge and spin): 192.2 kJ/mol
- Multiplicity: 2

The geometry in XYZ format:
```
91
Properties=species:S:1:pos:R:3:forces:R:3
Ru -0.519097 -0.060005 -0.756639 -1.02 -0.94 -1.79
O -2.622011 -2.004578 -0.614010 0.25 -0.17 -0.36
N -1.423871 -1.904987 -1.333531 0.35 0.38 1.81
C -0.956084 -3.046712 -1.664026 -0.34 0.45 -0.35
C 0.200464 -3.245768 -2.543848 0.14 0.09 0.10
C 0.344812 -4.552228 -3.017269 0.09 0.03 0.04
C 1.329014 -4.874624 -3.933316 0.02 0.08 0.02
C 2.186176 -3.885217 -4.387951 -0.04 -0.06 0.02
C 2.058436 -2.587999 -3.918168 -0.04 -0.02 0.05
C 1.077746 -2.239992 -2.994637 -0.07 -0.05 -0.04
P 0.997055 -0.492230 -2.442058 -0.33 0.00 0.92
C 2.757820 -0.107341 -2.157910 -0.06 0.03 -0.01
C 3.596108 0.324345 -3.184598 -0.02 0.00 -0.01
C 4.948868 0.515625 -2.949760 0.00 -0.01 0.01
C 5.482376 0.265925 -1.694377 -0.01 -0.01 -0.02
C 4.654824 -0.156156 -0.664766 0.05 0.01 0.05
C 3.299295 -0.325447 -0.894860 -0.15 0.01 0.13
C 0.571589 0.438005 -3.933960 -0.01 -0.06 -0.02
C 0.857313 1.803196 -3.979285 -0.09 -0.03 0.06
C 0.510878 2.546679 -5.093239 0.01 0.00 0.01
C -0.122036 1.935294 -6.166950 -0.01 -0.01 -0.02
C -0.421810 0.584418 -6.117402 0.00 0.00 0.00
C -0.085257 -0.163524 -4.999552 0.07 -0.01 -0.01
H -3.069193 -1.174030 -0.845002 0.02 0.03 -0.04
H -1.511393 -3.929704 -1.353555 -0.16 0.08 -0.23
H -0.338817 -5.315064 -2.671652 -0.04 -0.05 0.02
H 1.421856 -5.887516 -4.292209 0.01 -0.09 -0.03
H 2.955526 -4.118932 -5.108773 0.05 -0.02 -0.04
H 2.740936 -1.832682 -4.280624 0.02 0.03 -0.01
H 3.195367 0.524006 -4.168555 -0.02 0.01 -0.05
H 5.586810 0.857171 -3.751981 0.03 0.02 -0.04
H 6.538763 0.403920 -1.518835 0.08 0.01 0.02
H 5.058668 -0.354633 0.318989 0.01 -0.01 0.02
H 2.646358 -0.616438 -0.078925 0.16 0.11 -0.15
H 1.346236 2.287258 -3.144459 0.05 0.02 0.04
H 0.739573 3.602395 -5.126106 0.00 0.05 0.00
H -0.387074 2.515417 -7.039319 -0.02 0.03 -0.03
H -0.930500 0.111400 -6.944743 -0.03 -0.02 -0.04
H -0.344734 -1.212643 -4.960753 0.00 -0.05 -0.02
I -3.932083 0.512499 -4.724836 0.02 0.02 0.03
C -3.717939 1.700872 -3.031622 0.04 -0.06 0.02
C -4.612399 2.760404 -2.826247 -0.01 0.14 0.16
C -4.560148 3.527559 -1.692447 0.02 -0.05 0.00
I -5.918127 5.098372 -1.482914 0.02 0.00 -0.01
C -3.610916 3.230891 -0.677494 -0.05 -0.02 -0.17
C -3.474296 3.938734 0.534296 0.03 0.00 0.03
C -2.527985 3.563237 1.445126 -0.01 0.02 -0.08
C -1.718481 2.455550 1.166636 -0.12 0.02 -0.12
N -1.817794 1.753903 0.053667 -0.13 -0.32 0.32
C -2.730542 2.144882 -0.887582 0.10 0.00 -0.14
C -2.735118 1.388708 -2.106869 -0.28 0.22 0.24
O -1.897326 0.412253 -2.267648 0.87 0.02 -0.06
H -5.350960 2.968214 -3.586009 -0.05 0.03 -0.03
H -4.120349 4.782575 0.727765 -0.04 0.04 0.01
H -2.396691 4.093521 2.375557 0.02 0.01 0.05
H -0.972943 2.153113 1.887128 0.04 0.00 0.07
C -1.014505 -2.196248 6.839117 -0.06 -0.02 -0.08
C -1.788336 -1.549891 5.698745 -0.04 -0.16 0.02
N -1.590647 -0.112002 5.604976 0.00 0.09 0.10
C -2.197948 0.739074 6.632535 -0.02 0.05 0.01
C -1.180150 1.283263 7.625048 -0.04 0.00 -0.06
C -0.940179 0.497374 4.600091 0.04 -0.04 -0.10
O -0.881072 1.712626 4.468229 -0.03 0.14 -0.06
C -0.237446 -0.362735 3.585906 0.06 -0.13 -0.14
C 0.946073 -1.049794 3.857655 -0.15 0.04 -0.11
C 1.569547 -1.758488 2.855183 -0.07 0.05 -0.11
C 1.012454 -1.723712 1.570964 -0.04 -0.32 0.17
N -0.055423 -0.971400 1.272922 0.69 0.37 -0.38
C -0.683208 -0.355655 2.281257 -0.02 0.06 0.16
H -1.185260 -3.271426 6.838715 -0.01 -0.05 0.01
H -1.334273 -1.811875 7.804985 -0.01 0.05 0.06
H 0.055911 -2.019894 6.739218 0.05 0.02 0.00
H -2.860053 -1.727273 5.829233 0.04 -0.02 -0.01
H -1.509669 -2.002963 4.746990 -0.03 0.02 0.07
H -2.956116 0.138569 7.138460 0.04 0.02 -0.02
H -2.699750 1.567092 6.129044 -0.01 -0.05 0.03
H -0.621663 0.480109 8.101397 0.02 -0.06 0.04
H -1.686200 1.851831 8.403020 -0.03 0.04 0.03
H -0.479433 1.945630 7.121646 0.03 0.02 -0.03
H 1.370276 -1.032986 4.851614 0.02 -0.03 0.07
H 2.474232 -2.311404 3.040524 0.06 -0.06 0.00
H 0.886648 -2.529059 -0.290887 0.18 0.19 0.08
H -1.574889 0.187487 2.009124 -0.04 -0.03 0.03
O 3.918975 -2.779650 1.240392 0.15 0.11 0.04
S 2.883577 -3.426531 0.420967 -0.18 -0.09 0.04
N 1.483479 -2.499029 0.530275 -0.01 -0.27 -0.10
Cl 1.063028 2.226328 -0.255902 -0.02 0.31 -0.08
C 2.615091 2.716912 0.502856 0.09 -0.16 0.05
Cl 3.115187 4.285184 -0.104399 -0.01 -0.06 0.02
H 3.359589 1.972986 0.237714 -0.05 0.06 0.04
H 2.445259 2.775658 1.574496 0.01 0.00 -0.11
```
Forces are in eV/Å.

=====

ORCA calculation (ωB97M-V/def2-TZVPD) on C31H38N4O3PtS2Se as an isolated structure at a distorted geometry.

Calculated values
- Orbital gap: 5.67 eV
- HOMO level: -12.44 eV
- Total charge: +2
- Energy relative to the best compared isomer or geometry (same formula, charge and spin): 0.0 kJ/mol
- Multiplicity: 1

The geometry in XYZ format:
```
80
Properties=species:S:1:pos:R:3:forces:R:3
Pt 0.157004 0.160972 -0.943018 0.96 -0.12 -0.13
N -2.144679 0.864553 -0.043700 -0.17 -0.01 0.42
C -1.987959 1.656988 1.188774 -0.13 0.00 -0.16
C -1.492397 0.807824 2.338494 0.07 -0.03 -0.07
C -0.101586 0.273778 2.124068 -0.35 -0.16 0.78
O 0.286494 -0.522528 3.084750 -0.93 0.39 -0.16
O 0.642994 0.588484 1.207271 0.31 0.36 -0.86
H -2.601278 1.432380 -0.747822 0.02 -0.07 -0.07
H -2.732959 0.052330 0.113215 -0.11 0.10 0.06
H -2.920346 2.146043 1.478422 0.02 0.00 0.08
H -1.250432 2.437233 0.990780 -0.06 0.05 -0.02
H -2.154902 -0.029220 2.570078 -0.03 0.03 -0.01
H -1.446769 1.424694 3.239695 -0.01 -0.08 0.05
S 0.080718 2.165703 -2.010759 -0.25 0.31 0.55
C -0.210910 1.795794 -3.626102 0.17 -0.12 -0.18
N -0.660359 2.650699 -4.511650 -0.16 0.07 -0.11
C -0.893567 2.192375 -5.889917 0.02 -0.02 0.01
C 0.245238 1.305539 -6.314307 0.07 0.00 0.09
N 0.374673 0.199827 -5.352153 0.07 0.05 -0.19
C 0.881896 -1.098820 -5.825463 -0.10 -0.06 0.02
C -0.190758 -2.161537 -5.892574 -0.01 0.00 -0.01
C 0.001623 -3.375233 -5.248087 0.02 -0.03 -0.01
C -0.959598 -4.373414 -5.328164 0.00 0.01 0.00
C -2.124635 -4.155217 -6.047782 0.00 0.01 0.00
C -2.320743 -2.943900 -6.699072 0.00 0.00 0.01
C -1.354743 -1.953122 -6.625730 0.00 0.01 0.03
C 0.131495 0.420522 -4.081380 -0.16 0.14 0.02
S 0.205745 -0.779615 -2.912891 0.18 -0.33 -0.54
C -1.192699 3.986507 -4.169628 -0.02 -0.05 0.08
C -2.684400 4.021612 -4.390514 0.00 -0.05 -0.08
C -3.244124 4.959424 -5.245696 -0.03 0.03 0.01
C -4.618542 4.983358 -5.452269 0.02 0.01 -0.01
C -5.432058 4.061196 -4.815045 0.01 -0.01 0.03
C -4.874377 3.112550 -3.963997 -0.01 0.01 -0.03
C -3.506462 3.094311 -3.753552 0.01 0.00 0.01
H -0.963042 3.065044 -6.535225 0.01 0.03 0.03
H -1.844752 1.656511 -5.932933 -0.03 0.04 -0.01
H 1.187907 1.858447 -6.352163 0.01 -0.01 -0.03
H 0.052929 0.889779 -7.300228 -0.03 -0.05 0.02
H 1.676868 -1.416543 -5.146256 0.02 0.04 0.01
H 1.322140 -0.918607 -6.805407 0.02 0.01 0.01
H 0.920053 -3.544892 -4.696223 -0.01 -0.01 0.02
H -0.797392 -5.323721 -4.836509 0.00 0.00 0.00
H -2.875890 -4.930510 -6.111442 0.00 0.00 -0.01
H -3.220029 -2.777740 -7.276534 0.00 -0.01 0.00
H -1.510510 -1.020984 -7.158449 0.00 0.00 0.00
H -0.690572 4.714001 -4.806624 0.05 0.00 0.01
H -0.929735 4.200569 -3.136437 0.02 0.01 -0.01
H -2.611731 5.684848 -5.744426 0.00 0.00 0.00
H -5.049297 5.721749 -6.114650 0.00 0.00 0.00
H -6.501246 4.080014 -4.976239 0.00 0.00 0.00
H -5.510337 2.392709 -3.466162 0.00 0.00 0.00
H -3.072337 2.351979 -3.089909 0.00 0.01 0.00
Se 1.963192 -1.206712 2.997923 0.90 -0.42 0.20
C 1.605594 -2.622820 4.240043 0.05 0.13 -0.13
C 2.520069 -3.665608 4.216329 0.05 -0.11 0.00
C 2.392951 -4.704889 5.127668 0.06 0.05 -0.04
C 1.353017 -4.702187 6.044488 -0.02 -0.01 0.01
C 0.440941 -3.657281 6.051002 -0.02 0.03 -0.02
C 0.562601 -2.606172 5.151729 -0.02 0.06 0.04
H 3.333768 -3.673155 3.498895 -0.01 -0.02 0.00
H 3.109388 -5.515230 5.117063 0.00 0.00 0.00
H 1.254815 -5.511795 6.754531 0.00 0.00 0.00
H -0.365385 -3.647084 6.772199 -0.01 -0.01 -0.02
H -0.143963 -1.789035 5.169446 0.01 0.01 0.04
C 2.625375 -4.383306 -1.616046 0.00 -0.03 0.06
N 2.258952 -3.069682 -1.082676 -0.06 0.04 -0.02
C 3.271597 -2.016740 -0.982233 0.04 0.06 0.05
C 1.037705 -2.819851 -0.642906 0.08 -0.19 0.11
C 0.017622 -3.917516 -0.638439 -0.06 0.07 -0.08
O 0.758375 -1.686266 -0.162811 -0.40 -0.13 0.23
H 3.632093 -4.328862 -2.016824 -0.01 0.01 -0.02
H 1.946510 -4.682683 -2.413057 0.00 0.01 -0.01
H 2.605265 -5.145287 -0.837241 0.02 0.01 0.02
H 4.239782 -2.434365 -1.238903 -0.01 0.00 0.00
H 3.299844 -1.624908 0.032971 -0.02 -0.02 0.00
H 3.041889 -1.188528 -1.652143 -0.02 0.00 -0.06
H 0.392506 -4.805047 -0.129036 0.02 0.00 0.00
H -0.242400 -4.205360 -1.659991 0.00 -0.01 0.00
H -0.872792 -3.560937 -0.130262 -0.01 0.00 -0.01
```
Forces are in eV/Å.

=====

| no. | E (a.u.) |
| --- | --- |
| 1 | -432.5568 |
| 2 | -4432.4825 |
| 3 | -4965.4835 |